1.
Entry from the Open Molecules 2025 dataset: C7H12Se in the gas phase at a distorted geometry (the ωB97M-V functional and the def2-TZVPD basis).

Output
HOMO level   -8.4 eV
Total charge   0
Molecular weight   175.13 g/mol
SMILES string   C=C[C@H]1CC(C)(C)[Se]1
Frontier orbital gap   8.79 eV
E_tot   -72796.652 eV

```
20
C7H12Se | the Open Molecules 2025 dataset | the ωB97M-V functional and the def2-TZVPD basis
H 1.9444 1.7103 -0.6698
H 1.1525 3.0449 0.2379
Se -1.2858 1.5922 0.7972
H 0.4397 0.6428 -1.4645
C 0.3240 -0.0366 -0.5691
C -1.8158 -0.9537 -1.4981
H -1.0931 -1.0547 0.4925
H 0.4726 -0.8961 1.9130
H -1.6231 -3.0029 -0.7931
H 1.9696 -0.1758 2.0826
H 0.4973 0.7503 2.8540
H 2.4729 2.0741 1.0208
C 0.6063 0.9767 0.6367
C -1.1275 -0.3226 -0.2192
H 0.8126 -0.9864 -0.7176
H -2.2209 -0.4420 -2.3728
H -2.2501 -2.8984 -2.3547
C 1.6845 2.1264 0.2578
C 0.8946 0.1693 1.9558
C -1.8548 -2.3178 -1.5894
```



2.
Entry from the Open Molecules 2025 dataset: C7H13BrN2SSi in the gas phase at a distorted geometry (the ωB97M-V functional and the def2-TZVPD basis).

Output
HOMO level (alpha / beta)   -7.5 / -7.5 eV
Total charge   0
Molecular weight   265.25 g/mol
Frontier orbital gap (alpha / beta)   7.28 / 7.28 eV
E_tot   -99199.505 eV

```
25
C7H13BrN2SSi | the Open Molecules 2025 dataset | the ωB97M-V functional and the def2-TZVPD basis
N -0.4083 -0.7479 -0.2616
H 2.4904 3.1242 -1.0589
H 1.2344 2.4689 -2.0660
C -1.7111 -1.3829 -0.1210
N -2.7491 -0.6842 -0.3912
C -3.6014 -3.1997 0.3431
H 2.7985 -1.2441 0.5774
H -3.5587 -2.6764 1.3732
H 2.8280 1.8551 -2.2070
H 0.4797 2.3225 1.5525
C 2.0729 2.2576 -1.5804
H 3.6575 0.1290 0.8810
C -0.2345 0.5315 -0.4178
C -3.2269 0.3767 -0.7727
Si 1.5782 0.9889 -0.2047
H 3.6210 -0.6097 -0.7079
H 0.1856 -1.5616 -0.2029
H 1.6321 1.5612 2.3446
H -3.7828 -4.1787 0.3033
C 3.0022 -0.2101 0.2129
H -4.1883 -2.7215 -0.5017
C 1.4027 2.0345 1.3727
Br -3.8502 1.8314 0.1883
H 2.1198 2.8862 1.3931
S -1.7918 -3.1510 -0.0483
```